Formula: C43H58BBrFN4O6P3S
Source: the Open Molecules 2025 dataset
Level of theory: ωB97M-V/def2-TZVPD

Its structure (SMILES) is CCOB(O)c1c([C@@H](F)CC)cc2c(c1CNC)Sc1c(C[C@@H](O)CN)c(PP(=O)(O)O)c([C@H](Br)CC)c([PH2]=N)c1N2.c1ccccc1.c1ccccc1.c1ccccc1. For the max |F|, the calculation gives 1.45 eV/Å. Its calculated total energy is -6464.90175 a.u. The lowest unoccupied orbital energy is 0.1 eV. The HOMO-LUMO gap comes out at 8.01 eV. The net charge is 0. For the highest occupied orbital energy, the calculation gives -0.2912 Eh.

```
118
C43H58BBrFN4O6P3S (ωB97M-V/def2-TZVPD)
C 1.883 1.323 -2.874
C 0.923 2.196 -3.648
O -0.441 1.901 -3.356
B -1.051 2.737 -2.441
O -2.157 3.476 -2.817
C -0.471 2.790 -0.968
C 0.058 3.969 -0.431
C 0.089 5.263 -1.199
F -0.237 6.293 -0.304
C 1.450 5.617 -1.803
C 1.286 6.250 -3.191
C 0.582 3.973 0.854
C 0.590 2.829 1.651
C 0.048 1.670 1.128
C -0.491 1.632 -0.168
C -1.069 0.334 -0.678
N -2.442 0.067 -0.229
C -3.480 0.652 -1.068
S 0.017 0.165 2.065
C 0.509 0.698 3.691
C 0.381 -0.247 4.724
C -0.177 -1.603 4.388
C 0.841 -2.568 3.770
O 1.947 -2.701 4.642
C 0.156 -3.916 3.515
N -0.358 -4.605 4.692
C 0.768 0.081 6.036
P 0.583 -1.295 7.239
P -1.569 -1.253 7.652
O -2.166 -2.564 7.372
O -1.742 -0.811 9.182
O -2.256 -0.040 6.854
C 1.259 1.368 6.294
C 1.716 1.779 7.675
Br 3.339 0.692 8.068
C 0.629 1.751 8.748
C 1.146 1.616 10.175
C 1.361 2.301 5.248
P 1.928 3.984 5.665
N 1.157 4.656 6.866
C 1.003 1.970 3.926
N 1.174 2.951 2.930
H 2.022 1.649 -1.846
H 1.571 0.282 -2.851
H 2.870 1.347 -3.330
H 1.098 2.055 -4.709
H 1.148 3.240 -3.440
H -2.938 2.912 -2.833
H -0.689 5.304 -1.957
H 1.890 6.379 -1.170
H 2.100 4.751 -1.853
H 0.614 5.663 -3.810
H 0.839 7.235 -3.088
H 2.242 6.397 -3.681
H 0.986 4.892 1.252
H -0.448 -0.508 -0.377
H -1.063 0.317 -1.761
H -2.545 0.374 0.727
H -4.364 0.021 -1.044
H -3.160 0.679 -2.107
H -3.768 1.668 -0.783
H -0.594 -2.085 5.263
H -1.004 -1.519 3.684
H 1.153 -2.184 2.799
H 2.186 -3.630 4.671
H -0.679 -3.771 2.836
H 0.868 -4.577 3.019
H -1.214 -4.200 5.038
H 0.309 -4.646 5.448
H 1.086 -0.870 8.477
H -2.486 -0.206 9.293
H -2.554 -0.385 6.001
H 2.097 2.784 7.687
H -0.150 1.039 8.523
H 0.175 2.738 8.678
H 2.033 2.227 10.305
H 0.403 2.025 10.853
H 1.374 0.595 10.460
H 1.830 4.727 4.483
H 3.291 3.826 5.983
H 0.694 5.512 6.590
H 2.116 3.302 2.880
C 1.295 -2.857 -3.842
C 1.729 -4.125 -3.485
C 2.795 -4.709 -4.154
C 3.431 -4.021 -5.178
C 2.997 -2.752 -5.537
C 1.926 -2.171 -4.871
H 0.457 -2.405 -3.324
H 1.231 -4.662 -2.688
H 3.127 -5.702 -3.881
H 4.264 -4.475 -5.699
H 3.491 -2.216 -6.337
H 1.579 -1.185 -5.155
C -1.807 -0.148 -5.755
C -1.681 -0.900 -6.914
C -2.072 -0.363 -8.134
C -2.581 0.927 -8.194
C -2.705 1.680 -7.033
C -2.321 1.140 -5.814
H -1.504 -0.564 -4.802
H -1.280 -1.905 -6.868
H -1.978 -0.951 -9.038
H -2.881 1.346 -9.146
H -3.099 2.687 -7.080
H -2.414 1.723 -4.911
C -2.496 -7.066 -6.753
C -2.529 -6.505 -5.484
C -1.535 -5.618 -5.092
C -0.512 -5.288 -5.970
C -0.482 -5.848 -7.240
C -1.472 -6.739 -7.631
H -3.270 -7.759 -7.058
H -3.329 -6.758 -4.801
H -1.557 -5.183 -4.101
H 0.258 -4.594 -5.666
H 0.315 -5.589 -7.925
H -1.445 -7.179 -8.620
```

These are the Löwdin partial charges, in e, on atoms 1 to 4: atom 1 (C): -0.048, atom 2 (C): -0.206, atom 3 (O): 0.036, atom 4 (B): -0.622

Formula: C27H28AuBN3O11S4
Source: the Open Molecules 2025 dataset
Level of theory: ωB97M-V/def2-TZVPD

For the max |F|, the calculation gives 1.96 eV/Å. Its calculated total energy is -3790.96909 a.u. The lowest unoccupied orbital energy is 2.1 eV. The HOMO-LUMO gap comes out at 8.34 eV. The net charge is -1. The energy relative to the best compared isomer or geometry (same formula, charge and spin) is 472.2 kJ/mol. For the highest occupied orbital energy, the calculation gives -0.2276 Eh.

```
75
C27H28AuBN3O11S4 (ωB97M-V/def2-TZVPD)
Au 0.479 -0.392 -0.479
O 4.105 0.363 1.479
S 3.418 0.477 0.226
O 4.226 0.645 -0.958
O 2.435 -0.680 0.059
C 2.317 1.863 0.285
C 2.748 3.110 0.212
C 1.736 4.183 0.141
C -0.451 3.988 0.546
C -0.717 2.715 1.235
C 0.147 2.619 2.262
S -0.009 1.322 3.508
O -1.206 1.731 4.212
O 1.213 1.309 4.257
O -0.225 0.155 2.641
H 3.797 3.359 0.085
H 2.195 5.110 -0.186
H -1.289 4.660 0.383
H -1.499 2.007 1.029
C -1.103 8.751 0.063
C 0.300 8.283 0.483
C 1.358 8.944 -0.415
C 0.539 8.774 1.911
C 0.399 6.756 0.362
C 0.167 6.257 -1.052
C 0.176 5.024 -1.595
C 0.447 3.849 -0.716
O 0.359 2.525 -1.183
B 0.858 1.621 -0.244
O 0.925 3.659 2.461
C 0.760 4.517 1.302
C 0.667 6.003 1.448
H -1.185 9.833 0.185
H -1.864 8.278 0.687
H -1.328 8.517 -0.977
H 1.299 10.031 -0.321
H 1.226 8.695 -1.468
H 2.360 8.629 -0.118
H 0.462 9.862 1.933
H 1.533 8.502 2.270
H -0.202 8.373 2.605
H -0.057 7.055 -1.747
H -0.045 4.897 -2.647
H 0.810 6.440 2.425
S -1.728 0.123 -0.877
C -2.330 -1.198 0.111
N -2.910 -2.220 -0.516
C -3.233 -3.452 0.196
C -3.705 -3.093 1.596
C -2.650 -2.248 2.290
N -2.240 -1.149 1.417
H -2.703 -2.263 -1.507
H -2.346 -4.089 0.252
H -4.005 -3.977 -0.365
H -3.883 -4.001 2.172
H -4.647 -2.544 1.530
H -1.771 -2.841 2.536
H -3.037 -1.805 3.207
H -1.635 -0.426 1.843
O -0.946 -2.588 -2.693
C -0.314 -3.204 -1.844
N 0.246 -2.674 -0.725
S 0.846 -3.826 0.282
O -0.004 -3.944 1.443
O 2.254 -3.711 0.489
C 0.503 -5.186 -0.799
C 0.764 -6.531 -0.626
C 0.363 -7.389 -1.642
C -0.279 -6.903 -2.781
C -0.535 -5.547 -2.929
C -0.129 -4.695 -1.917
H 1.263 -6.897 0.261
H 0.553 -8.451 -1.550
H -0.578 -7.596 -3.558
H -1.030 -5.147 -3.804
```

These are the Löwdin partial charges, in e, on atoms 1 to 4: atom 1 (Au): 1.030, atom 2 (O): -0.279, atom 3 (S): 0.490, atom 4 (O): -0.306

Formula: CH3F2OPS
Source: the Open Molecules 2025 dataset
Level of theory: ωB97M-V/def2-TZVPD

For the max |F|, the calculation gives 4.98 eV/Å. Its calculated total energy is -1054.36365 a.u. The lowest unoccupied orbital energy is -2.9 eV. The HOMO-LUMO gap comes out at 8.09 eV. The net charge is 0. The energy relative to the best compared isomer or geometry (same formula, charge and spin) is 378.1 kJ/mol. For the highest occupied orbital energy, the calculation gives -0.4038 Eh.

```
9
CH3F2OPS (ωB97M-V/def2-TZVPD)
C -0.131 0.247 0.170
O -1.436 0.614 0.315
F -2.522 -0.302 -1.744
F -1.741 -2.528 0.350
P -2.730 -0.142 -0.122
S -4.392 0.540 0.557
H 0.289 0.483 -0.908
H 0.098 -0.846 0.385
H 0.377 0.853 0.856
```

These are the Löwdin partial charges, in e, on atoms 1 to 4: atom 1 (C): -0.149, atom 2 (O): -0.330, atom 3 (F): -0.203, atom 4 (F): -0.506